This record from the Open Molecules 2025 dataset describes one molecule with the formula C4H6N2O2. The level of theory is ωB97M-V/def2-TZVPD.

The energy above the lowest of the compared OMol25 structures with the same formula, charge and spin is 603.7 kJ/mol. The SMILES is OC[C@@H]1C=NN=CO1. Its HOMO energy is -10.0 eV. The value obtained for the LUMO energy is 0.284 eV. The calculation puts the total energy at -415.81068 hartree. The value obtained for the orbital gap is 10.3 eV. The calculation puts the molar mass at 114.1 g/mol.

Geometry (Å):
O -0.363 -1.655 -1.710
C -0.422 -0.233 -1.243
C -0.544 -0.404 0.294
C -0.888 0.790 1.169
N -0.125 1.831 1.461
N 1.050 1.584 0.415
C 1.486 0.480 0.292
O 0.844 -0.714 0.681
H 0.473 -2.078 -0.954
H -1.551 0.027 -1.617
H 0.404 0.448 -1.349
H -1.145 -1.229 0.686
H -1.692 0.880 1.833
H 2.473 0.273 0.041

This record from the Open Molecules 2025 dataset describes one molecule with the formula C2H5NO3S. The level of theory is ωB97M-V/def2-TZVPD.

The energy above the lowest of the compared OMol25 structures with the same formula, charge and spin is 243.4 kJ/mol. The SMILES is [H]/N=C/OS(C)(=O)=O. Its HOMO energy is -11.1 eV. The value obtained for the LUMO energy is 0.711 eV. The calculation puts the total energy at -757.80819 hartree. The value obtained for the orbital gap is 11.8 eV. The calculation puts the molar mass at 123.1 g/mol.

Geometry (Å):
H 1.064 2.192 -1.910
N 0.765 1.350 -1.349
C -0.346 0.897 -1.683
O -0.922 -0.336 -0.811
S -0.746 -0.199 0.829
C 0.699 -1.231 1.103
O -1.866 -0.851 1.435
O -0.476 1.136 1.269
H -1.109 1.118 -2.457
H 1.626 -0.867 0.611
H 0.791 -1.003 2.172
H 0.520 -2.206 0.790

This record from the Open Molecules 2025 dataset describes a 2-piece molecular cluster, C4H6S overall. The level of theory is ωB97M-V/def2-TZVPD.

The energy above the lowest of the compared OMol25 structures with the same formula, charge and spin is 543.9 kJ/mol. Its HOMO energy (spin up / spin down) is -8.3 / -8.3 eV. The value obtained for the LUMO energy (spin up / spin down) is -0.005 / -0.053 eV. The calculation puts the total energy at -553.96499 hartree. The value obtained for the orbital gap (spin up / spin down) is 8.3 / 8.2 eV. The calculation puts the molar mass at 86.2 g/mol.

Geometry (Å):
C 1.455 0.031 -0.438
C -1.047 -0.177 -0.858
C 1.780 -0.634 0.636
C -1.858 -0.057 0.180
S -3.656 -0.017 0.235
H 1.696 0.335 -1.452
H -1.259 -0.244 -1.839
H 2.928 -0.765 0.531
H 1.209 -1.058 1.475
H -1.634 0.174 1.230
H -3.705 -0.427 -1.084

This record from the Open Molecules 2025 dataset describes one molecule with the formula CH4OSSi. The level of theory is ωB97M-V/def2-TZVPD.

The energy above the lowest of the compared OMol25 structures with the same formula, charge and spin is 152.1 kJ/mol. Its HOMO energy is -9.1 eV. The value obtained for the LUMO energy is -0.369 eV. The calculation puts the total energy at -803.29550 hartree. The value obtained for the orbital gap is 8.8 eV. The calculation puts the molar mass at 92.2 g/mol.

Geometry (Å):
C -0.779 -0.209 -0.093
O -3.197 0.304 -0.032
Si 1.478 0.118 0.030
S -1.913 0.972 0.275
H -1.042 -1.212 -0.210
H 1.654 0.232 1.472
H 2.132 1.007 -0.960
H 1.667 -1.212 -0.482

This record from the Open Molecules 2025 dataset describes C18H19AsCl5F6GeMnN3OSi as an isolated structure. The level of theory is ωB97M-V/def2-TZVPD.

The energy above the lowest of the compared OMol25 structures with the same formula, charge and spin is 0.0 kJ/mol. Its HOMO energy (spin up / spin down) is -8.5 / -8.8 eV. The value obtained for the LUMO energy (spin up / spin down) is -2.197 / -2.661 eV. The calculation puts the total energy at -9590.55345 hartree. As for the multiplicity: 6. The value obtained for the orbital gap (spin up / spin down) is 6.3 / 6.1 eV. The calculation puts the molar mass at 815.2 g/mol.

Geometry (Å):
Mn -0.083 0.146 -0.339
Cl -1.254 -2.048 3.883
C -1.200 -0.349 3.591
C -1.582 0.551 4.605
C -1.469 1.896 4.408
Cl -1.944 2.987 5.667
C -0.963 2.418 3.187
C -0.767 3.784 2.902
C -0.239 4.147 1.695
C 0.075 3.158 0.751
N -0.113 1.878 0.975
C -0.616 1.499 2.185
C -0.739 0.104 2.383
O -0.321 -0.695 1.402
H -1.960 0.165 5.540
H -1.029 4.526 3.643
H -0.065 5.184 1.448
H 0.483 3.427 -0.208
C 0.174 -3.617 -0.032
C 0.405 -2.909 -1.330
C 0.578 -3.579 -2.523
C 0.766 -2.845 -3.696
C 0.777 -1.470 -3.681
C 0.631 -0.838 -2.438
N 0.484 -1.570 -1.313
N 0.529 0.487 -2.142
Si 0.612 1.722 -3.408
C 2.349 1.638 -4.101
C -0.699 1.371 -4.700
C 0.365 3.436 -2.724
H -0.342 -4.561 -0.197
H -0.420 -3.002 0.642
H 1.131 -3.841 0.448
H 0.552 -4.659 -2.539
H 0.881 -3.366 -4.637
H 0.861 -0.896 -4.590
H 2.582 0.687 -4.578
H 3.071 1.793 -3.296
H 2.497 2.427 -4.841
H -0.288 0.943 -5.615
H -1.218 2.291 -4.973
H -1.451 0.684 -4.306
H 1.204 3.751 -2.102
H -0.571 3.534 -2.176
H 0.323 4.122 -3.572
Cl 3.748 -2.636 2.169
Ge 2.021 -1.297 2.062
Cl 2.200 0.002 3.792
Cl 2.563 0.061 0.389
F -2.062 -0.679 -1.328
As -3.346 0.579 -1.173
F -3.099 0.506 0.550
F -4.552 -0.629 -1.088
F -4.443 1.881 -0.997
F -3.433 0.651 -2.890
F -1.972 1.724 -1.218

This record from the Open Molecules 2025 dataset describes one molecule with the formula C16H23N3O2S. The level of theory is ωB97M-V/def2-TZVPD.

The energy above the lowest of the compared OMol25 structures with the same formula, charge and spin is 135.5 kJ/mol. The SMILES is Cc1cc(C)n([C@@H](C)CNS(=O)(=O)c2ccc(C)c(C)c2)n1. Its HOMO energy is -8.8 eV. The value obtained for the LUMO energy is 0.766 eV. The calculation puts the total energy at -1336.42749 hartree. The value obtained for the orbital gap is 9.6 eV. The calculation puts the molar mass at 321.4 g/mol.

Geometry (Å):
C 4.243 2.838 1.269
C 3.855 1.648 0.464
C 4.034 1.436 -0.913
C 3.504 0.189 -1.166
C 3.369 -0.560 -2.440
N 3.049 -0.275 0.021
C 2.419 -1.541 0.307
C 3.419 -2.492 0.963
C 1.205 -1.301 1.219
N 0.262 -0.362 0.650
S -0.474 -0.860 -0.779
O -0.561 -2.291 -0.747
O 0.172 -0.250 -1.913
C -2.090 -0.144 -0.567
C -2.343 1.130 -1.030
C -3.595 1.679 -0.813
C -4.584 0.970 -0.143
C -5.931 1.584 0.078
C -4.314 -0.325 0.320
C -5.362 -1.116 1.039
C -3.055 -0.868 0.102
N 3.258 0.603 1.012
H 5.320 2.993 1.221
H 3.755 3.733 0.885
H 3.951 2.687 2.305
H 4.486 2.103 -1.619
H 3.811 -1.554 -2.366
H 3.866 -0.013 -3.236
H 2.312 -0.664 -2.692
H 2.057 -1.957 -0.638
H 2.941 -3.442 1.187
H 4.262 -2.671 0.300
H 3.789 -2.051 1.885
H 0.669 -2.239 1.359
H 1.540 -0.906 2.180
H 0.684 0.548 0.521
H -1.570 1.662 -1.561
H -3.810 2.675 -1.172
H -6.157 1.638 1.142
H -6.707 0.983 -0.394
H -5.970 2.588 -0.336
H -6.239 -1.251 0.407
H -4.979 -2.093 1.316
H -5.682 -0.597 1.941
H -2.809 -1.864 0.434